--- w ---
Formula: H20O10
Source: OMol25
Level of theory: ωB97M-V/def2-TZVPD

Structure (XYZ):
```
30
H20O10 (ωB97M-V/def2-TZVPD)
O 0.024 -0.979 0.238
H 0.709 -0.878 0.908
H -0.514 -0.185 0.331
O -1.498 -2.163 2.520
H -0.725 -2.596 2.139
H -1.317 -1.222 2.413
O 1.441 1.660 -0.348
H 2.289 2.071 -0.551
H 1.129 1.333 -1.200
O 4.295 0.887 -1.292
H 4.591 0.956 -0.378
H 5.111 0.906 -1.805
O -0.620 3.156 -0.454
H -1.438 2.680 -0.637
H -0.687 3.953 -0.992
O -3.255 -2.739 -1.947
H -3.339 -1.846 -2.301
H -3.487 -2.646 -1.017
O 1.045 -2.024 -1.571
H 1.783 -2.598 -1.339
H 0.268 -2.584 -1.462
O -1.610 1.782 1.736
H -2.019 2.379 1.100
H -2.322 1.185 1.990
O 4.178 -1.205 1.407
H 4.964 -0.664 1.273
H 3.993 -1.122 2.349
O -4.014 1.359 -0.390
H -4.865 1.779 -0.561
H -4.002 1.235 0.566
```

Values from the calculation:
Total charge: 0
SMILES: O.O.O.O.O.O.O.O.O.O



--- x ---
Formula: H20O10
Source: OMol25
Level of theory: ωB97M-V/def2-TZVPD

Structure (XYZ):
```
30
H20O10 (ωB97M-V/def2-TZVPD)
O -1.126 1.014 0.127
H -1.189 1.975 0.108
H -0.559 0.831 0.885
O -0.015 -2.727 1.336
H -0.365 -3.285 0.632
H -0.209 -3.217 2.143
O 4.558 -0.093 2.318
H 4.567 0.348 3.175
H 3.625 -0.111 2.074
O -3.560 0.041 -1.472
H -3.564 0.283 -0.539
H -4.344 0.472 -1.830
O 1.820 -1.467 -2.011
H 2.425 -2.216 -2.044
H 2.120 -0.891 -2.723
O 4.007 1.030 0.111
H 4.841 0.561 -0.002
H 3.393 0.557 -0.463
O -3.339 -3.711 0.599
H -4.294 -3.830 0.539
H -3.223 -2.754 0.611
O 2.599 4.770 -1.095
H 2.864 5.519 -1.641
H 1.639 4.841 -1.049
O -5.272 4.329 1.185
H -5.047 3.772 0.431
H -5.594 3.707 1.847
O 0.571 -3.308 -1.148
H -0.229 -2.771 -1.145
H 1.192 -2.808 -0.606
```

Values from the calculation:
Total charge: 0
SMILES: O.O.O.O.O.O.O.O.O.O



Of them, the most stable is x and the least stable is w.



--- w ---
Formula: H20O10
Source: OMol25
Level of theory: ωB97M-V/def2-TZVPD

Structure (XYZ):
```
30
H20O10 (ωB97M-V/def2-TZVPD)
O -0.733 0.559 -1.092
H -1.096 1.277 -0.547
H -1.648 0.189 -1.215
O -3.109 0.383 0.302
H -3.567 -0.264 -0.261
H -3.326 0.367 1.229
O 3.931 -1.444 1.018
H 4.258 -1.173 0.174
H 2.987 -1.490 0.873
O 1.641 2.620 -2.548
H 2.021 1.713 -2.722
H 2.453 3.012 -1.892
O -0.294 -3.543 -1.032
H 0.542 -3.302 -1.446
H -0.135 -3.038 -0.219
O -0.194 1.607 2.832
H -0.903 1.249 3.397
H 0.537 1.042 3.109
O 0.484 -1.387 0.930
H 0.278 -0.508 0.482
H -0.407 -1.640 1.197
O -3.007 -1.665 2.139
H -3.939 -1.618 2.028
H -2.743 -2.549 1.885
O 1.478 -0.813 -2.340
H 1.136 -0.144 -1.680
H 1.555 -0.041 -2.923
O 0.902 3.724 -0.419
H 0.138 3.462 0.069
H 0.760 3.414 -1.327
```

Values from the calculation:
Total charge: 0
SMILES: O.O.O.O.O.O.O.O.O.O



--- x ---
Formula: H20O10
Source: OMol25
Level of theory: ωB97M-V/def2-TZVPD

Structure (XYZ):
```
30
H20O10 (ωB97M-V/def2-TZVPD)
O -12.567 13.759 5.471
H -13.483 14.024 5.717
H -12.149 13.591 6.330
O -16.319 16.991 5.816
H -17.245 17.033 5.829
H -16.181 17.664 6.514
O -14.204 15.572 2.579
H -14.575 14.732 2.839
H -14.547 16.197 3.208
O -17.094 12.815 4.358
H -17.333 12.295 5.131
H -16.441 13.468 4.682
O -16.153 15.148 8.229
H -16.000 15.843 7.616
H -16.826 14.583 7.790
O -14.774 11.419 5.736
H -14.259 10.641 5.805
H -14.365 12.151 6.253
O -13.755 16.905 7.234
H -13.613 17.779 7.646
H -13.749 17.205 6.323
O -13.984 13.011 7.834
H -13.100 12.681 8.044
H -14.616 12.644 8.413
O -17.175 16.892 3.002
H -17.562 16.474 3.774
H -16.408 17.406 3.248
O -15.245 14.517 5.576
H -15.331 14.409 6.535
H -15.421 15.416 5.544
```

Values from the calculation:
Total charge: 0
SMILES: O.O.O.O.O.O.O.O.O.O



Of them, the most stable is x and the least stable is w.



--- w ---
Formula: H20O10
Source: OMol25
Level of theory: ωB97M-V/def2-TZVPD

Structure (XYZ):
```
30
H20O10 (ωB97M-V/def2-TZVPD)
O 3.113 -0.263 -0.863
H 3.525 0.562 -1.111
H 2.165 -0.191 -1.108
O 0.659 -1.284 -1.841
H -0.049 -0.964 -2.433
H 1.099 -2.008 -2.354
O 1.178 2.057 -0.358
H 1.781 1.936 0.408
H 1.277 3.027 -0.448
O -1.642 1.583 2.532
H -1.218 0.849 1.940
H -1.897 1.101 3.309
O -0.607 0.208 0.308
H -0.090 0.952 -0.031
H 0.158 -0.346 0.523
O 1.323 -1.311 1.375
H 1.988 -1.141 2.085
H 0.854 -2.038 1.778
O 0.668 1.459 -2.919
H 1.049 1.435 -2.044
H -0.157 1.940 -2.716
O -1.561 -1.412 2.578
H -0.806 -1.465 3.173
H -1.258 -1.923 1.787
O -1.309 -2.662 0.383
H -2.178 -3.079 0.300
H -1.348 -1.854 -0.223
O -2.326 1.606 -1.708
H -2.398 2.380 -1.095
H -1.988 0.835 -1.238
```

Values from the calculation:
Total charge: 0
SMILES: O.O.O.O.O.O.O.O.O.O



--- x ---
Formula: H20O10
Source: OMol25
Level of theory: ωB97M-V/def2-TZVPD

Structure (XYZ):
```
30
H20O10 (ωB97M-V/def2-TZVPD)
O -4.253 -0.507 -1.295
H -3.293 -0.410 -1.209
H -4.572 0.365 -1.550
O 1.506 -3.440 -0.273
H 1.538 -3.167 0.658
H 0.584 -3.330 -0.525
O -1.847 2.531 1.521
H -1.659 2.365 0.586
H -2.740 2.892 1.530
O 2.394 0.868 -1.127
H 2.780 -0.001 -1.396
H 2.562 1.459 -1.869
O -2.311 -0.195 2.246
H -1.770 0.491 1.815
H -2.733 0.265 2.977
O 3.475 -1.770 -1.392
H 2.798 -2.363 -0.989
H 3.402 -1.907 -2.344
O 1.043 -2.281 2.449
H 0.626 -1.669 1.827
H 0.945 -1.861 3.308
O 2.078 3.294 0.247
H 2.118 2.324 0.136
H 2.117 3.652 -0.644
O -1.784 0.964 -1.091
H -2.558 1.425 -1.436
H -1.233 0.797 -1.870
O 0.285 -0.481 0.230
H 1.020 -0.158 -0.325
H -0.519 -0.152 -0.196
```

Values from the calculation:
Total charge: 0
SMILES: O.O.O.O.O.O.O.O.O.O



Of them, the most stable is x and the least stable is w.



--- w ---
Formula: H20O10
Source: OMol25
Level of theory: ωB97M-V/def2-TZVPD

Structure (XYZ):
```
30
H20O10 (ωB97M-V/def2-TZVPD)
O -0.045 0.157 0.099
H 0.033 -0.803 0.120
H -0.856 0.316 -0.398
O -0.276 -0.563 -3.733
H -1.163 -0.892 -3.916
H 0.242 -1.360 -3.573
O 3.261 -3.453 2.262
H 3.590 -4.069 1.598
H 3.538 -2.589 1.938
O -1.336 -4.690 2.161
H -0.462 -4.299 2.264
H -1.832 -4.357 2.918
O -1.535 1.335 -4.510
H -2.261 1.937 -4.313
H -1.933 0.459 -4.450
O -0.241 5.349 0.507
H 0.235 4.553 0.773
H -1.129 5.218 0.857
O -2.873 0.884 2.158
H -2.855 0.532 1.261
H -3.261 0.173 2.681
O 2.900 -2.279 -1.221
H 3.732 -2.369 -0.744
H 3.132 -1.767 -2.005
O -3.509 2.819 0.290
H -2.802 3.474 0.253
H -3.450 2.462 1.183
O 3.623 0.698 2.052
H 3.314 1.073 1.219
H 4.442 0.249 1.817
```

Values from the calculation:
Total charge: 0
SMILES: O.O.O.O.O.O.O.O.O.O



--- x ---
Formula: H20O10
Source: OMol25
Level of theory: ωB97M-V/def2-TZVPD

Structure (XYZ):
```
30
H20O10 (ωB97M-V/def2-TZVPD)
O 2.070 -2.501 -0.810
H 1.420 -3.252 -0.848
H 2.872 -2.986 -1.225
O -0.111 1.341 2.453
H 0.627 1.668 2.879
H -0.299 1.899 1.719
O -0.147 0.680 -4.358
H -0.008 0.170 -3.549
H 0.086 1.571 -4.232
O -3.494 2.519 -0.291
H -3.938 1.952 -0.941
H -2.799 1.958 0.223
O 1.922 -0.393 1.731
H 1.919 -0.220 0.762
H 1.139 -0.001 2.012
O -3.243 -0.367 3.070
H -2.740 0.273 2.646
H -2.891 -1.252 2.708
O 2.790 -0.147 -2.431
H 2.691 -0.171 -1.469
H 3.754 -0.427 -2.681
O 1.778 2.232 -0.124
H 2.346 2.371 -0.825
H 2.331 2.448 0.473
O -2.795 -0.597 -1.879
H -2.300 -1.329 -1.959
H -2.286 0.209 -1.622
O 0.739 -2.774 2.826
H 0.331 -2.084 2.113
H 1.663 -2.738 2.342
```

Values from the calculation:
Total charge: 0
SMILES: O.O.O.O.O.O.O.O.O.O



--- y ---
Formula: H20O10
Source: OMol25
Level of theory: ωB97M-V/def2-TZVPD

Structure (XYZ):
```
30
H20O10 (ωB97M-V/def2-TZVPD)
O 3.211 0.219 -2.637
H 2.297 0.491 -2.610
H 3.108 -0.652 -3.081
O -4.290 0.645 1.337
H -4.403 0.275 0.469
H -3.612 1.329 1.385
O -2.537 -2.601 0.754
H -2.312 -2.922 -0.122
H -1.676 -2.882 1.159
O -1.699 2.120 -0.711
H -2.257 1.406 -1.078
H -1.980 2.089 0.203
O 2.475 -2.376 1.121
H 2.287 -2.751 0.255
H 1.830 -2.449 1.820
O -0.624 0.132 -3.037
H -0.929 -0.415 -3.774
H 0.329 0.186 -3.211
O -1.124 1.674 2.400
H -1.779 2.062 3.014
H -1.083 0.721 2.543
O 1.688 -0.049 -0.343
H 2.008 -0.411 0.472
H 2.046 0.717 -0.775
O -0.710 -0.359 0.013
H -0.367 0.540 -0.100
H -0.263 -0.902 -0.626
O 3.556 0.923 1.177
H 3.480 1.102 2.107
H 3.886 0.040 1.018
```

Values from the calculation:
Total charge: 0
SMILES: O.O.O.O.O.O.O.O.O.O



Of them, the most stable is w and the least stable is x.



--- w ---
Formula: H20O10
Source: OMol25
Level of theory: ωB97M-V/def2-TZVPD

Structure (XYZ):
```
30
H20O10 (ωB97M-V/def2-TZVPD)
O 0.395 0.078 2.285
H -0.127 -0.429 1.663
H 1.282 -0.270 2.192
O 2.116 1.366 1.250
H 1.511 1.008 1.900
H 1.590 1.456 0.456
O -1.234 -0.943 1.405
H -0.712 -1.542 1.940
H -2.128 -1.277 1.473
O -0.270 1.144 0.111
H 0.187 1.083 -0.728
H -0.474 0.237 0.339
O -0.565 -1.353 -1.860
H 0.089 -0.707 -1.589
H -0.138 -2.198 -1.722
O -1.134 2.170 1.621
H -0.750 3.047 1.610
H -0.805 1.754 0.824
O -2.263 -1.131 -0.917
H -2.015 -0.931 -0.015
H -1.441 -1.379 -1.342
O 0.135 0.581 -2.231
H 0.229 1.312 -2.842
H -0.095 -0.166 -2.783
O 1.954 0.236 -1.338
H 1.643 -0.451 -0.749
H 1.160 0.579 -1.748
O 0.574 -0.798 0.012
H 1.302 -0.942 0.616
H -0.017 -1.534 0.168
```

Values from the calculation:
Total charge: 0



--- x ---
Formula: H20O10
Source: OMol25
Level of theory: ωB97M-V/def2-TZVPD

Structure (XYZ):
```
30
H20O10 (ωB97M-V/def2-TZVPD)
O 0.297 1.390 0.775
H -0.580 1.311 1.167
H 0.382 0.600 0.230
O -0.760 -0.780 -0.370
H -1.539 -0.572 -0.899
H -1.055 -0.655 0.539
O -0.425 -2.325 -3.454
H -0.112 -2.578 -2.578
H -0.223 -3.089 -4.005
O 0.996 -2.750 -0.717
H 1.308 -2.201 0.011
H 0.100 -2.993 -0.460
O 2.650 0.204 -1.507
H 2.453 0.932 -2.107
H 3.404 -0.238 -1.915
O -2.893 -1.870 1.160
H -2.027 -1.950 1.576
H -3.435 -2.522 1.619
O -1.886 -0.015 3.330
H -2.742 0.281 2.999
H -1.309 0.745 3.200
O 2.795 4.187 1.101
H 3.392 4.539 0.432
H 3.027 3.253 1.155
O -1.386 3.775 2.217
H -1.094 3.265 2.981
H -2.243 3.394 1.995
O 1.065 -1.397 -3.083
H 1.078 -1.439 -2.120
H 0.762 -0.503 -3.275
```

Values from the calculation:
Total charge: 0
SMILES: O.O.O.O.O.O.O.O.O.O



Of them, the most stable is x and the least stable is w.